Version a
{
  "formula": "C4H5NO2",
  "method": "ωB97M-V/def2-TZVPD",
  "multiplicity": 1,
  "mol_weight_g_mol": 99.09,
  "homo_energy_ev": -9.46,
  "smiles": "C=C/N=C\\OC=O",
  "species": ["C", "C", "N", "C", "O", "C", "O", "H", "H", "H", "H", "H"],
  "coordinates": [[1.000, -0.653, 1.234], [-0.001, 0.224, 1.178], [0.103, 1.405, 0.423], [0.148, 1.360, -0.830], [0.001, 0.220, -1.591], [-0.907, -0.720, -1.157], [-2.015, -0.464, -0.794], [1.866, -0.532, 0.588], [1.013, -1.459, 1.956], [-0.924, 0.104, 1.741], [0.407, 2.231, -1.426], [-0.472, -1.724, -1.221]],
  "nbo_charge": [-0.4583, -0.0455, -0.4468, 0.4138, -0.5408, 0.6551, -0.5346, 0.2004, 0.2125, 0.2185, 0.1855, 0.1403]
}

***

Version b
{
  "formula": "C4H5NO2",
  "method": "ωB97M-V/def2-TZVPD",
  "multiplicity": 1,
  "mol_weight_g_mol": 99.09,
  "homo_energy_ev": [-8.88, -8.43],
  "species": ["O", "C", "C", "O", "N", "C", "C", "H", "H", "H", "H", "H"],
  "coordinates": [[-2.517, 0.835, 1.538], [-1.564, 0.912, 0.812], [-0.292, 0.113, 1.077], [0.026, -0.352, 2.140], [0.505, -0.036, -0.082], [-0.069, -0.093, -1.347], [1.643, -0.734, -0.112], [-1.517, 1.606, -0.051], [-0.278, 0.813, -1.910], [-0.132, -1.070, -1.809], [1.836, -1.513, 0.622], [2.358, -0.481, -0.881]],
  "nbo_charge": [-0.4468, 0.3299, 0.5771, -0.5014, -0.4529, -0.2737, -0.1379, 0.1302, 0.1851, 0.1906, 0.2025, 0.1973]
}

***

Version c
{
  "formula": "C4H5NO2",
  "method": "ωB97M-V/def2-TZVPD",
  "multiplicity": 1,
  "mol_weight_g_mol": 99.09,
  "homo_energy_ev": -8.93,
  "smiles": "Cn1ccc(=O)o1",
  "species": ["C", "N", "C", "C", "C", "O", "O", "H", "H", "H", "H", "H"],
  "coordinates": [[-2.214, -0.608, 0.214], [-1.041, 0.088, -0.342], [-0.508, 1.288, 0.017], [0.846, 1.220, 0.004], [1.249, -0.167, -0.072], [2.250, -0.758, 0.226], [0.023, -0.867, -0.261], [-1.992, -0.606, 1.323], [-3.147, 0.121, 0.277], [-2.413, -1.568, -0.248], [-1.248, 2.060, 0.263], [1.667, 1.992, 0.083]],
  "nbo_charge": [-0.4288, -0.1039, 0.0352, -0.4349, 0.7181, -0.5669, -0.3627, 0.2013, 0.2160, 0.2425, 0.2310, 0.2530]
}

***

Version d
{
  "formula": "C4H5NO2",
  "method": "ωB97M-V/def2-TZVPD",
  "multiplicity": 1,
  "mol_weight_g_mol": 99.09,
  "homo_energy_ev": [-8.48, -8.47],
  "smiles": "C=NC(=O)C(C)=O",
  "species": ["C", "N", "C", "O", "C", "C", "O", "H", "H", "H", "H", "H"],
  "coordinates": [[1.216, -1.352, 0.319], [-0.024, -1.537, -0.105], [-1.128, -0.909, 0.143], [-2.306, -0.978, -0.071], [-0.178, 0.568, 0.551], [-0.244, 1.439, -0.667], [0.016, 0.831, 1.698], [1.456, -1.549, 1.364], [2.026, -1.517, -0.393], [-0.042, 0.877, -1.575], [-1.251, 1.861, -0.710], [0.459, 2.266, -0.554]],
  "nbo_charge": [-0.0740, -0.4184, 0.5841, -0.5565, 0.5689, -0.7270, -0.4978, 0.1860, 0.1895, 0.2448, 0.2697, 0.2307]
}

***

If we sort the structures by their calculated energies, the order from most to least stable is version a, version c, version d, version b.

***

Version a
{
  "formula": "C4H5NO2",
  "method": "ωB97M-V/def2-TZVPD",
  "multiplicity": 1,
  "mol_weight_g_mol": 99.09,
  "homo_energy_ev": -7.62,
  "smiles": "Nc1cc(O)co1",
  "species": ["N", "C", "C", "C", "O", "C", "O", "H", "H", "H", "H", "H"],
  "coordinates": [[0.777, 0.275, 2.126], [0.349, -0.016, 0.852], [-0.307, 0.757, -0.081], [-0.555, -0.147, -1.143], [-1.070, 0.054, -2.372], [0.031, -1.351, -0.889], [0.574, -1.252, 0.416], [0.833, -0.525, 2.740], [0.342, 1.079, 2.552], [-0.525, 1.814, -0.048], [-1.186, 0.994, -2.524], [0.736, -1.681, -1.628]],
  "nbo_charge": [-0.8094, 0.5307, -0.4937, 0.2879, -0.6513, -0.1266, -0.4318, 0.3976, 0.3895, 0.2255, 0.4783, 0.2034]
}

***

Version b
{
  "formula": "C4H5NO2",
  "method": "ωB97M-V/def2-TZVPD",
  "multiplicity": 1,
  "mol_weight_g_mol": 99.09,
  "homo_energy_ev": -9.41,
  "species": ["C", "C", "C", "O", "C", "O", "N", "H", "H", "H", "H", "H"],
  "coordinates": [[-1.762, 0.389, 0.307], [-0.311, 0.122, 0.169], [-0.800, -1.157, -0.045], [1.729, -1.185, -0.659], [1.842, -0.051, -0.248], [3.039, 0.540, -0.128], [0.783, 0.798, 0.147], [-2.142, 0.511, 1.322], [-2.223, 1.012, -0.462], [-2.091, -0.810, 0.230], [-0.909, -1.481, -1.082], [2.884, 1.433, 0.216]],
  "nbo_charge": [-0.4855, 0.2560, -0.2974, -0.6048, 0.8614, -0.6599, -0.6025, 0.2560, 0.2450, 0.2957, 0.2402, 0.4956]
}

***

Version c
{
  "formula": "C4H5NO2",
  "method": "ωB97M-V/def2-TZVPD",
  "multiplicity": 1,
  "mol_weight_g_mol": 99.09,
  "homo_energy_ev": -10.20,
  "smiles": "O=CCC=O.C#N",
  "species": ["O", "C", "C", "C", "O", "H", "H", "H", "H", "C", "N", "H"],
  "coordinates": [[-2.708, 1.397, 0.240], [-1.911, 0.548, 0.544], [-0.408, 0.705, 0.384], [-0.103, -0.020, -0.908], [-0.032, -1.225, -0.980], [-2.224, -0.462, 0.879], [-0.136, 1.761, 0.333], [0.113, 0.207, 1.205], [-0.019, 0.614, -1.811], [2.561, -1.276, 0.047], [2.792, -0.301, 0.620], [2.304, -2.164, -0.495]],
  "nbo_charge": [-0.4975, 0.4463, -0.6241, 0.4623, -0.5387, 0.1224, 0.2444, 0.2586, 0.1297, 0.0912, -0.3429, 0.2485]
}

***

If we sort the structures by their calculated energies, the order from most to least stable is version a, version c, version b.

***

Version a
{
  "formula": "C4H5NO2",
  "method": "ωB97M-V/def2-TZVPD",
  "multiplicity": 1,
  "mol_weight_g_mol": 99.09,
  "homo_energy_ev": -8.67,
  "species": ["C", "C", "C", "O", "C", "O", "N", "H", "H", "H", "H", "H"],
  "coordinates": [[-2.224, 0.855, 0.355], [-0.483, -0.299, -0.691], [0.400, -1.275, -0.709], [1.735, -1.154, -0.327], [2.084, 0.035, 0.147], [3.380, -0.085, 0.399], [-1.344, 0.565, -0.771], [-1.939, 1.826, 0.770], [-3.248, 0.936, -0.019], [-2.176, 0.095, 1.144], [0.152, -2.273, -1.041], [3.664, 0.773, 0.742]],
  "nbo_charge": [-0.4278, 0.3434, -0.1011, -0.4909, 0.3857, -0.6669, -0.3841, 0.2161, 0.2103, 0.1892, 0.2266, 0.4995]
}

***

Version b
{
  "formula": "C4H5NO2",
  "method": "ωB97M-V/def2-TZVPD",
  "multiplicity": 1,
  "mol_weight_g_mol": 99.09,
  "homo_energy_ev": -9.31,
  "species": ["O", "C", "N", "C", "C", "O", "C", "H", "H", "H", "H", "H"],
  "coordinates": [[1.872, -1.573, -0.743], [0.945, -0.840, -0.488], [-0.401, -1.152, -0.527], [-1.176, -0.087, 0.091], [-0.350, 1.114, -0.024], [0.751, 0.755, 1.352], [1.020, 0.623, -0.015], [-0.690, -2.117, -0.419], [-0.767, 0.020, 1.187], [-2.253, -0.085, -0.083], [-0.718, 2.127, 0.074], [1.841, 1.226, -0.375]],
  "nbo_charge": [-0.5657, 0.6488, -0.6169, -0.3577, 0.0902, -0.5721, -0.0536, 0.4108, 0.3246, 0.2361, 0.2477, 0.2077]
}

***

If we sort the structures by their calculated energies, the order from most to least stable is version b, version a.

***

Version a
{
  "formula": "C4H5NO2",
  "method": "ωB97M-V/def2-TZVPD",
  "multiplicity": 1,
  "mol_weight_g_mol": 99.09,
  "homo_energy_ev": -10.00,
  "smiles": "O=C1NC[C@H]2O[C@@H]12",
  "species": ["O", "C", "N", "C", "C", "O", "C", "H", "H", "H", "H", "H"],
  "coordinates": [[1.156, 2.215, 0.839], [0.579, 1.250, 0.385], [1.190, 0.175, -0.210], [0.358, -0.980, -0.465], [-0.977, -0.587, 0.081], [-1.149, -0.100, 1.371], [-0.908, 0.900, 0.392], [2.195, 0.129, -0.229], [0.708, -1.881, 0.031], [0.259, -1.168, -1.547], [-1.885, -1.066, -0.309], [-1.592, 1.001, -0.436]],
  "nbo_charge": [-0.5690, 0.6475, -0.6083, -0.2475, 0.0741, -0.4309, -0.1110, 0.4069, 0.2079, 0.2008, 0.1933, 0.2363]
}

***

Version b
{
  "formula": "C4H5NO2",
  "method": "ωB97M-V/def2-TZVPD",
  "multiplicity": 1,
  "mol_weight_g_mol": 99.09,
  "homo_energy_ev": -9.83,
  "smiles": "C=NCC(=O)C=O",
  "species": ["C", "N", "C", "C", "O", "C", "O", "H", "H", "H", "H", "H"],
  "coordinates": [[-1.657, -1.326, -0.139], [-0.839, -0.613, 0.507], [-0.535, 0.704, -0.015], [0.879, 0.329, -0.465], [1.150, -0.330, -1.440], [1.972, 0.604, 0.567], [1.742, 1.104, 1.638], [-2.353, -0.934, -0.889], [-1.657, -2.399, 0.036], [-1.194, 1.055, -0.825], [-0.465, 1.456, 0.776], [2.978, 0.277, 0.245]],
  "nbo_charge": [-0.0308, -0.3958, -0.3497, 0.4916, -0.4801, 0.3439, -0.4667, 0.1456, 0.1788, 0.1948, 0.2350, 0.1334]
}

***

Version c
{
  "formula": "C4H5NO2",
  "method": "ωB97M-V/def2-TZVPD",
  "multiplicity": 1,
  "mol_weight_g_mol": 99.09,
  "homo_energy_ev": -9.60,
  "species": ["C", "C", "C", "C", "H", "H", "H", "H", "H", "N", "O", "O"],
  "coordinates": [[-1.197, 1.085, 0.144], [-0.277, -0.061, 0.121], [0.717, -1.808, -0.406], [1.559, -1.188, 0.449], [-1.593, 2.893, 0.237], [-1.971, 0.512, -0.250], [-1.191, 1.444, 1.243], [0.840, -2.729, -1.160], [2.616, -1.300, 0.814], [-0.566, -1.112, -0.577], [-0.900, 2.299, -0.576], [0.956, 0.051, 0.740]],
  "nbo_charge": [-0.1451, 0.4639, -0.1326, 0.0256, 0.4669, 0.2066, 0.1690, 0.2341, 0.2324, -0.4326, -0.6679, -0.4204]
}

***

If we sort the structures by their calculated energies, the order from most to least stable is version b, version a, version c.

***

Version a
{
  "formula": "C5H8N3O",
  "method": "ωB97M-V/def2-TZVPD",
  "multiplicity": 1,
  "mol_weight_g_mol": 126.14,
  "total_charge": 1,
  "homo_energy_ev": -13.85,
  "species": ["C", "C", "C", "C", "C", "N", "N", "N", "O", "H", "H", "H", "H", "H", "H", "H", "H"],
  "coordinates": [[-1.585, 0.226, -0.016], [-1.496, 0.012, -3.230], [0.755, 0.194, 0.796], [1.764, 1.181, 0.989], [0.984, -1.126, 1.482], [-2.344, 0.007, -1.015], [-1.691, -0.623, -2.142], [-0.309, 0.400, 0.136], [-1.530, 0.718, -4.120], [-2.290, 0.331, 0.815], [2.132, 1.101, 1.963], [2.703, 1.118, 0.238], [1.418, 2.168, 1.015], [-0.048, -1.492, 1.644], [1.732, -1.761, 1.046], [1.455, -0.829, 2.501], [-1.651, -1.624, -2.105]],
  "nbo_charge": [0.2894, 0.9764, 0.4691, -0.6975, -0.6863, -0.3454, -0.4983, -0.4613, -0.2756, 0.2399, 0.2475, 0.2780, 0.2537, 0.2331, 0.2679, 0.2497, 0.4597]
}

***

Version b
{
  "formula": "C5H8N3O",
  "method": "ωB97M-V/def2-TZVPD",
  "multiplicity": 1,
  "mol_weight_g_mol": 126.14,
  "total_charge": 1,
  "homo_energy_ev": [-12.54, -12.58],
  "species": ["C", "C", "C", "C", "C", "N", "N", "N", "O", "H", "H", "H", "H", "H", "H", "H", "H"],
  "coordinates": [[-0.309, -1.119, 0.042], [4.145, 0.760, 0.059], [-2.609, -0.273, 0.079], [-0.715, 1.213, -0.237], [-1.219, -0.227, -0.513], [3.477, -0.255, 0.320], [2.844, -1.164, 0.800], [0.562, -1.786, 0.389], [4.578, 1.726, -0.393], [-3.394, -0.918, -0.528], [-2.883, 0.831, 0.283], [-2.635, -0.832, 0.985], [-0.874, 1.722, -1.152], [0.287, 1.227, -0.046], [-1.186, 1.620, 0.668], [-1.373, -0.247, -1.591], [1.303, -2.279, 0.836]],
  "nbo_charge": [0.6992, 0.7852, -0.5948, -0.5499, -0.4298, -0.2701, -0.1179, -0.4086, -0.3649, 0.2555, 0.2498, 0.2312, 0.2460, 0.2114, 0.2349, 0.3150, 0.5076]
}

***

Version c
{
  "formula": "C5H8N3O",
  "method": "ωB97M-V/def2-TZVPD",
  "multiplicity": 1,
  "mol_weight_g_mol": 126.14,
  "total_charge": 1,
  "homo_energy_ev": -13.05,
  "smiles": "N/C(C=O)=N\\C=C/C=[NH2+]",
  "species": ["N", "C", "C", "O", "N", "C", "C", "C", "N", "H", "H", "H", "H", "H", "H", "H", "H"],
  "coordinates": [[2.494, -1.103, 0.060], [1.559, -0.161, -0.399], [2.065, 1.268, -0.124], [1.506, 2.314, -0.163], [0.320, -0.340, -0.743], [-0.659, -1.116, -1.120], [-1.905, -0.840, -0.607], [-2.333, 0.297, 0.195], [-1.628, 1.271, 0.595], [3.262, -0.716, 0.382], [2.331, -2.099, -0.049], [3.198, 1.143, 0.284], [-0.366, -1.797, -1.904], [-2.703, -1.585, -0.780], [-3.364, 0.352, 0.441], [-0.717, 1.535, 0.273], [-2.112, 2.012, 1.162]],
  "nbo_charge": [-0.7317, 0.3999, 0.4195, -0.4424, -0.4914, 0.1663, -0.4031, 0.2309, -0.6519, 0.3942, 0.4310, 0.1025, 0.2289, 0.2511, 0.2275, 0.4415, 0.4271]
}

***

If we sort the structures by their calculated energies, the order from most to least stable is version c, version a, version b.

***

Version a
{
  "formula": "C5H10O2",
  "method": "ωB97M-V/def2-TZVPD",
  "multiplicity": 1,
  "mol_weight_g_mol": 102.13,
  "homo_energy_ev": -9.92,
  "smiles": "C=CC[C@@H](O)CO",
  "species": ["C", "C", "C", "C", "O", "C", "O", "H", "H", "H", "H", "H", "H", "H", "H", "H", "H"],
  "coordinates": [[-1.985, 1.462, -0.231], [-1.760, 0.326, 0.430], [-0.832, -0.761, -0.068], [0.586, -0.263, -0.478], [0.831, 1.113, -0.210], [1.687, -1.044, 0.239], [2.941, -0.480, -0.036], [-2.623, 2.243, 0.173], [-1.514, 1.660, -1.192], [-2.238, 0.173, 1.397], [-0.733, -1.532, 0.707], [-1.291, -1.263, -0.928], [0.723, -0.371, -1.559], [0.244, 1.380, 0.513], [1.468, -1.033, 1.324], [1.710, -2.089, -0.089], [2.787, 0.478, 0.009]],
  "nbo_charge": [-0.3903, -0.2045, -0.4845, 0.0725, -0.7371, -0.0735, -0.7164, 0.2053, 0.2052, 0.2061, 0.2150, 0.2324, 0.1784, 0.4838, 0.1460, 0.1799, 0.4819]
}

***

Version b
{
  "formula": "C5H10O2",
  "method": "ωB97M-V/def2-TZVPD",
  "multiplicity": 1,
  "mol_weight_g_mol": 102.13,
  "homo_energy_ev": -9.48,
  "smiles": "O[C@H]1[C@H]2CCO[C@@H]12.[H][H]",
  "species": ["O", "C", "C", "C", "C", "O", "C", "H", "H", "H", "H", "H", "H", "H", "H", "H", "H"],
  "coordinates": [[0.706, -0.224, -2.048], [-0.404, -0.060, -1.228], [-0.414, -0.688, 0.146], [0.958, -1.087, 0.681], [1.467, 0.239, 1.253], [0.942, 1.239, 0.374], [-0.341, 0.809, -0.004], [1.244, 0.574, -1.970], [-1.347, -0.067, -1.774], [-1.308, -1.188, 0.505], [0.904, -1.884, 1.426], [1.598, -1.414, -0.144], [2.555, 0.347, 1.271], [1.077, 0.397, 2.270], [-1.147, 1.491, 0.253], [-3.293, 0.730, -0.825], [-3.427, 0.643, -0.099]],
  "nbo_charge": [-0.7010, 0.0729, -0.2826, -0.4414, -0.0582, -0.5279, 0.0444, 0.4818, 0.1825, 0.2274, 0.2211, 0.2269, 0.1913, 0.1631, 0.2008, -0.0035, 0.0024]
}

***

If we sort the structures by their calculated energies, the order from most to least stable is version a, version b.